[1]
# C2H16Cl4O6

8 unconnected molecules or ions with the total composition C2H16Cl4O6 (the ωB97M-V functional and the def2-TZVPD basis, the OMol25 dataset).

XYZ file:
```
28
Properties=species:S:1:pos:R:3
O -10.0757 26.1665 -26.8269
H -10.4191 25.4499 -27.3605
H -10.8033 26.4094 -26.2543
O -16.7953 20.8380 -26.4566
H -17.1355 20.2983 -27.1701
H -15.8941 21.0342 -26.7127
O -14.5364 28.3385 -24.8732
H -13.8669 27.8712 -25.3728
H -14.9646 28.9039 -25.5160
O -14.3005 22.5884 -29.5553
H -14.3143 21.9082 -28.8819
H -13.3962 22.5973 -29.8690
O -16.9822 26.5958 -25.2395
H -16.8521 25.8110 -25.7719
H -16.4376 27.2626 -25.6579
O -14.2011 20.7991 -26.8632
H -14.1867 20.9074 -25.9122
H -14.1293 19.8542 -26.9982
C -14.5599 24.2636 -26.7533
Cl -12.8895 24.0041 -27.2275
Cl -15.0518 25.8806 -27.1820
H -15.1123 23.4943 -27.2929
H -14.5810 24.2115 -25.6648
C -16.9746 24.4848 -29.8725
Cl -17.6370 24.9873 -31.4702
Cl -18.0363 25.2324 -28.6164
H -16.7854 23.4200 -29.7362
H -16.0424 25.0186 -29.6875
```

Net charge = -1
LUMO (spin up / spin down) = 2.2 / 2.2 eV
Expectation value of S² = 0.75
E_HOMO (spin up / spin down) = -0.045 / -7.847 eV
Multiplicity = 2
Gap between HOMO and LUMO (spin up / spin down) = 2.279 / 10.047 eV

---

[2]
# C2H16N2O4

5 unconnected molecules or ions with the total composition C2H16N2O4 (the ωB97M-V functional and the def2-TZVPD basis, the OMol25 dataset).

XYZ file:
```
24
Properties=species:S:1:pos:R:3
C -0.6821 -0.9340 1.5910
N -0.8456 -0.2112 0.1890
C -1.1053 1.2060 0.3976
N -0.4735 1.9453 -0.6166
H 0.3229 -0.5344 2.0822
H -1.7043 -0.6831 2.0645
H -0.8141 -1.9240 1.2485
H -0.0143 -0.3919 -0.3025
H -0.6855 1.6666 1.3152
H -2.2009 1.1868 0.4422
H 0.3199 1.4792 -1.0014
H -1.0027 2.2765 -1.3614
H 3.1906 -0.2919 0.0068
H 3.1327 0.8395 -0.8398
O 2.5157 0.1492 -0.4885
H 2.3881 1.2798 2.1473
H 3.7054 1.6462 1.5907
O 3.1724 1.8382 2.3871
H 0.1436 -4.0977 -2.3611
H -0.5999 -2.9150 -1.7652
O -0.2217 -3.7383 -1.5143
H -2.2048 -0.3213 -1.5134
H -3.6325 0.2144 -1.7281
O -2.7039 0.3151 -1.9698
```

Net charge = -1
LUMO (spin up / spin down) = 3.1 / 3.0 eV
Expectation value of S² = 0.75
E_HOMO (spin up / spin down) = 0.392 / -5.650 eV
Multiplicity = 2
Gap between HOMO and LUMO (spin up / spin down) = 2.675 / 8.636 eV

---

[3]
# C2H16NO4

5 unconnected molecules or ions with the total composition C2H16NO4 (the ωB97M-V functional and the def2-TZVPD basis, the OMol25 dataset).

XYZ file:
```
23
Properties=species:S:1:pos:R:3
C -1.6435 -0.5724 -0.8985
C -2.2835 0.3902 0.0581
N -1.2008 0.9333 1.0279
H -2.3965 -1.0964 -1.4782
H -0.9602 -0.0915 -1.5863
H -1.1222 -1.3672 -0.3671
H -2.6711 1.2866 -0.4048
H -2.9929 -0.0767 0.7285
H -1.0945 0.2842 1.8277
H -1.4909 1.8332 1.4020
H -0.2673 1.0303 0.6057
H 2.6994 -2.0239 1.4227
H 2.4455 -1.0024 0.3535
O 2.2561 -1.1768 1.2863
H 0.9869 1.1357 -1.6041
H 1.9306 1.8335 -0.5978
O 1.0219 1.5342 -0.7182
H 1.8430 -0.8040 -3.4361
H 2.4135 0.5999 -3.2732
O 1.6327 0.0675 -3.0792
H 0.8378 -0.7638 2.3066
H 0.0267 -1.2825 3.5813
O 0.0293 -0.6707 2.8433
```

Net charge = +1
LUMO = -2.8 eV
E_HOMO = -15.135 eV
Multiplicity = 1
Gap between HOMO and LUMO = 12.353 eV

---

[4]
# C2H16NO5

5 unconnected molecules or ions with the total composition C2H16NO5 (the ωB97M-V functional and the def2-TZVPD basis, the OMol25 dataset).

XYZ file:
```
24
Properties=species:S:1:pos:R:3
C 0.0244 2.1089 1.1070
O -1.2420 1.5598 1.3439
C 1.0387 1.1195 0.4790
N 0.5102 -0.2859 0.6394
H 0.3403 2.5485 2.0525
H -0.0316 2.9871 0.4503
H -1.6937 1.2361 0.5396
H 1.1157 1.2815 -0.5680
H 2.0033 1.1777 0.9663
H -0.3955 -0.2258 1.0897
H 1.1119 -0.7792 1.3341
H 0.5648 -0.7219 -0.2743
H 3.0376 -1.5718 2.3166
H 2.2034 -1.0560 3.4900
O 2.1241 -1.4618 2.6160
H -2.7286 -2.8073 -1.1608
H -1.7245 -3.9379 -1.1154
O -1.8351 -3.0382 -1.4509
H -0.7054 1.3435 -1.7285
H -1.9405 0.5922 -1.9610
O -1.3746 0.8572 -1.2212
H 0.2858 -0.8448 -3.0497
H 1.0945 0.3477 -3.7062
O 0.7068 0.0019 -2.9007
```

Net charge = +1
LUMO = -2.8 eV
E_HOMO = -14.295 eV
Multiplicity = 1
Gap between HOMO and LUMO = 11.446 eV

---

[5]
# C2H16NO5

6 unconnected molecules or ions with the total composition C2H16NO5 (the ωB97M-V functional and the def2-TZVPD basis, the OMol25 dataset).

XYZ file:
```
24
Properties=species:S:1:pos:R:3
C 0.5458 1.5397 -0.4114
C 1.7997 0.7446 1.2815
N 0.7447 0.5480 0.5869
H 0.8630 2.5492 -0.0453
H -0.4324 1.5762 -0.8553
H 1.3167 1.4545 -1.1797
H 2.3878 1.6273 1.1692
H 2.0901 0.0225 2.0746
H 0.1275 -0.2689 0.6089
H -2.8174 0.7696 2.3123
H -2.8809 0.8219 0.8644
O -2.2241 0.6499 1.5600
H 2.6448 -1.6625 -2.0760
H 3.3842 -0.3065 -1.9794
O 2.5397 -0.7141 -2.1868
H 0.4759 -1.6357 -1.8101
H -0.8650 -2.1429 -2.2645
O -0.4276 -1.3393 -1.9667
H 0.5628 -1.8806 3.2730
H -0.6503 -1.6084 2.4460
O 0.2946 -1.3159 2.5274
H -3.6277 0.7339 -1.6098
H -2.9729 -0.5669 -1.2193
O -2.8792 0.4041 -1.1000
```

Net charge = +1
LUMO = -4.2 eV
E_HOMO = -14.460 eV
Multiplicity = 1
Gap between HOMO and LUMO = 10.294 eV

---

[6]
# C2H16NO5

5 unconnected molecules or ions with the total composition C2H16NO5 (the ωB97M-V functional and the def2-TZVPD basis, the OMol25 dataset).

XYZ file:
```
24
Properties=species:S:1:pos:R:3
C 2.5056 -1.2686 -0.6716
O 2.9409 -2.3645 0.1421
C 0.9973 -1.2634 -0.5920
N 0.6178 -0.9095 0.8999
H 2.9406 -1.4530 -1.6630
H 2.8632 -0.2644 -0.2891
H 2.6103 -3.2015 -0.1405
H 0.4087 -0.5993 -1.2989
H 0.5820 -2.3559 -0.6986
H 1.3616 -0.8584 1.6147
H -0.0706 -1.7262 0.9914
H 0.1612 0.1161 1.0072
H -2.1292 -3.4965 -0.5248
H -2.9300 -2.6356 0.6511
O -2.1420 -2.7459 0.1137
H -1.8427 5.3745 1.0656
H -2.8274 4.4060 1.6595
O -1.8492 4.4857 1.4095
H -1.5498 1.1671 1.0564
H -0.2722 2.0771 0.9660
O -0.5556 1.2523 1.2731
H -0.7836 1.7962 -3.0591
H -0.7594 2.5343 -1.6814
O -0.2773 1.9333 -2.2310
```

Net charge = +1
LUMO = -3.0 eV
E_HOMO = -14.168 eV
Multiplicity = 1
Gap between HOMO and LUMO = 11.210 eV